Record 1
16
Properties=species:S:1:pos:R:3 method="wB97M-V/def2-TZVPD" e_homo_ev=-9.7 orbital_gap_ha=0.3549 e_above_lowest_ev=3.301
C -1.9057 0.4861 0.8052
C -1.1924 -0.4221 -0.1911
C -0.0363 0.2844 -0.9133
C 1.3281 1.5566 0.6672
C 1.1922 0.4610 -0.0290
C 2.2299 -0.6383 0.0393
H -1.2034 0.8791 1.5492
H -2.7009 -0.0516 1.3323
H -2.3637 1.3410 0.2929
H -1.9082 -0.7740 -0.9446
H -0.8127 -1.3155 0.3218
H 0.2789 -0.2931 -1.7914
H -0.3825 1.2579 -1.2807
H 2.7165 -0.7489 -0.9367
H 3.0041 -0.4301 0.7828
H 1.7561 -1.5925 0.2963

---

Record 2
16
Properties=species:S:1:pos:R:3 method="wB97M-V/def2-TZVPD" e_homo_ev=-8.4 orbital_gap_ha=0.3542 e_above_lowest_ev=3.227
C 1.2930 0.2303 0.7799
C -0.3114 -0.2557 1.5728
C -0.6931 -0.7378 0.2549
C -1.2899 0.3508 -0.6721
C 0.0290 0.3729 -1.4896
C 0.6912 -0.5223 -0.4240
H 1.3406 1.3154 0.6707
H 2.2873 -0.1184 1.1020
H 0.5687 -0.7162 2.1861
H -0.7389 0.6016 2.0651
H -1.1858 -1.7083 0.2306
H -2.1794 0.0492 -1.2338
H -1.5192 1.2894 -0.1526
H 0.4959 1.3510 -1.6582
H -0.0740 -0.1305 -2.4574
H 1.2860 -1.3713 -0.7744

---

Record 3
16
Properties=species:S:1:pos:R:3 method="wB97M-V/def2-TZVPD" e_homo_ev=-10.1 orbital_gap_ha=0.4099 e_above_lowest_ev=4.582
C 1.1599 0.8018 0.3644
C 1.3255 -0.7481 -0.1227
C -0.2511 -0.8800 -0.3771
C -0.7594 0.2790 -1.0149
C -0.5369 0.9455 0.2903
C -1.0203 -0.4239 0.9253
H 1.5039 1.2850 1.2662
H 1.1972 1.6840 -0.6746
H 2.0365 -0.9643 -1.0311
H 1.5835 -1.4815 0.7349
H -0.5591 -1.8302 -0.7568
H -1.7594 0.3438 -1.3448
H 0.0481 0.9318 -1.6626
H -0.9736 2.0547 0.3409
H -2.0256 -1.1051 0.7940
H -0.5571 -0.7635 1.9419

---

Record 4
16
Properties=species:S:1:pos:R:3 method="wB97M-V/def2-TZVPD" e_homo_ev=-8.8 orbital_gap_ha=0.3586 e_above_lowest_ev=3.702
C -0.5999 0.0910 -1.3609
C -0.8000 0.0294 0.1535
C -1.0359 -1.4399 0.5900
C 0.3919 0.6551 0.9734
C 1.6980 0.6054 0.4248
C 2.6785 0.7252 -0.2978
H -1.4576 -0.3485 -1.8861
H 0.2979 -0.4615 -1.6600
H -0.4870 1.1249 -1.6989
H -1.7094 0.5841 0.4155
H -1.2091 -1.5310 1.6684
H -1.9201 -1.8593 0.0847
H -0.1817 -2.0769 0.3299
H 0.9526 1.7624 0.9748
H 0.2091 0.5816 2.0422
H 3.1727 1.5581 -0.7535

---

Record 5
16
Properties=species:S:1:pos:R:3 method="wB97M-V/def2-TZVPD" e_homo_ev=-9.3 orbital_gap_ha=0.3823 e_above_lowest_ev=1.339
C -2.0949 0.6214 -2.0980
C -1.3743 0.3780 -0.8503
C -0.6670 0.2561 0.1188
C 0.4873 0.1489 1.0264
C 1.7314 0.3199 0.1362
C 0.5330 -1.1986 1.7507
H -3.1419 0.3081 -2.0545
H -2.0573 1.6905 -2.3232
H -1.6110 0.0926 -2.9298
H 0.4536 0.9605 1.7649
H 1.9006 -0.6189 -0.4030
H 2.6303 0.5638 0.7132
H 1.5674 1.1038 -0.6112
H 0.4946 -1.9984 1.0036
H 1.4616 -1.3039 2.3245
H -0.3133 -1.3237 2.4317

---

Record 6
16
Properties=species:S:1:pos:R:3 method="wB97M-V/def2-TZVPD" e_homo_ev=-8.1 orbital_gap_ha=0.3083 e_above_lowest_ev=4.262
C -0.6453 -0.7558 2.0409
C -0.4355 0.5221 1.3406
C 0.8722 0.5856 0.6196
C 0.6957 0.6192 -0.9010
C 0.1052 -0.5776 -1.5914
C -0.6661 0.7108 -1.5300
H -1.2461 -0.6602 2.9513
H -1.3302 -1.2428 1.3161
H 0.2150 -1.4287 2.1924
H -1.5134 0.7781 -0.8548
H 1.3079 1.5498 0.9270
H 1.5984 -0.2087 0.8748
H 1.5084 1.1161 -1.4259
H -0.2201 -1.4111 -0.9705
H 0.5287 -0.8821 -2.5443
H -0.7749 1.2851 -2.4447

---

Record 7
16
Properties=species:S:1:pos:R:3 method="wB97M-V/def2-TZVPD" e_homo_ev=-7.8 orbital_gap_ha=0.3314 e_above_lowest_ev=3.160
C 1.3938 -0.6783 -0.1657
C 0.3607 -0.5985 -1.3102
C -0.3911 0.5968 -0.7344
C -1.4113 0.3609 0.3684
C -0.3736 0.1698 1.4812
C 0.7975 0.5140 0.5740
H 1.3416 -1.6046 0.4197
H 2.4286 -0.5475 -0.4925
H 0.8442 -0.3664 -2.2632
H -0.2850 -1.4671 -1.4538
H -0.6578 1.3993 -1.4615
H -2.0084 1.2556 0.5591
H -2.0896 -0.4703 0.1801
H -0.3125 -0.8653 1.8367
H -0.5351 0.8101 2.3486
H 0.8980 1.4914 0.1136

---

Record 8
16
Properties=species:S:1:pos:R:3 method="wB97M-V/def2-TZVPD" e_homo_ev=-8.8 orbital_gap_ha=0.3658 e_above_lowest_ev=3.529
C -0.9889 1.0291 0.4363
C -1.6379 -0.0345 -0.5119
C 1.0054 -0.1987 1.5354
C 0.4584 0.9786 0.7400
C 1.1438 -0.2438 0.2085
C 1.5479 -0.9666 -1.0444
H -1.1240 2.0828 0.2185
H -1.6026 0.6978 1.2903
H -1.3900 -1.1768 -0.2725
H -1.3371 0.0126 -1.5297
H 0.8785 -0.6747 2.5148
H -2.7984 0.0416 -0.4940
H 1.0958 1.9034 0.7018
H 0.8260 -1.7073 -1.1893
H 2.4023 -1.3766 -0.7325
H 1.5207 -0.3666 -1.8714

---

no.,E (Ha)
1,-234.4812
2,-234.4839
3,-234.4341
4,-234.4665
5,-234.5533
6,-234.4459
7,-234.4864
8,-234.4728